1.
Here is a cluster of 9 separate species, C27H72O9 in total at a distorted geometry from the Open Molecules 2025 dataset. Energies are from ωB97M-V/def2-TZVPD.

As for the total energy: -47593.50844 eV. As for the SMILES: CC(C)O.CC(C)O.CC(C)O.CC(C)O.CC(C)O.CC(C)O.CC(C)O.CC(C)O.CC(C)O. The charge is 0.

Structure (XYZ):
```
108
Properties=species:S:1:pos:R:3:forces:R:3:lowdin_charge:R:1
H -19.81315 -19.56464 15.21333 -0.0465 0.0022 -0.0651 0.057
H -21.27950 -22.95829 20.09547 0.0009 -0.4114 -0.1356 0.046
H -25.30628 -19.45589 20.06266 -0.2671 0.1912 0.3512 0.068
H -23.40909 -21.46141 21.71979 -0.0724 -0.0678 0.0556 0.070
C -25.88557 -18.89118 19.31771 1.2410 -0.5130 0.4765 -0.058
C -19.89017 -15.62840 14.16512 0.6261 -0.2716 0.0658 -0.053
O -28.04254 -21.99585 19.26776 -0.2930 0.4539 -0.1728 -0.050
C -22.33247 -20.29911 17.12976 -0.7951 1.0542 -0.3080 -0.057
C -26.53003 -22.19556 21.07651 0.0896 -0.2658 -0.0059 -0.056
H -19.33746 -16.43697 13.67271 -0.0637 0.3585 -0.5336 0.066
H -18.74343 -20.25093 16.44751 -0.1566 -0.0691 0.0396 0.093
C -22.86435 -22.71674 17.50707 -0.5794 -0.4875 -0.7041 -0.046
H -18.56730 -18.61796 12.92618 -0.1907 -0.2141 -0.0315 0.068
C -20.70517 -16.30100 15.23752 -1.3695 -0.1567 0.3906 -0.504
H -23.49294 -23.44518 18.02415 0.1248 0.2452 0.4496 0.077
C -22.73104 -21.34614 18.14829 1.6928 -0.5986 -0.3538 -0.430
H -25.51544 -17.24725 21.46232 -0.0276 -0.1262 -0.0920 0.079
C -17.71527 -25.78504 17.36082 -0.8300 0.1121 -0.1340 -0.500
O -21.62229 -19.67187 21.16186 -0.0201 0.2728 -0.1095 -0.095
H -22.55425 -16.73916 14.14994 0.0876 -0.0736 -0.2161 0.080
O -19.94470 -17.01417 16.20882 0.1989 0.4124 -0.4827 -0.074
H -20.16359 -19.97471 23.15102 0.0487 -0.0478 0.2126 0.081
H -21.88288 -23.17391 17.37813 0.0775 0.1544 0.0529 0.077
H -22.01695 -22.15578 22.56297 0.5519 0.4123 -0.4038 0.067
H -21.50217 -20.67841 19.56854 -0.1471 -0.2842 0.1440 0.062
H -19.15033 -14.91835 14.53927 -0.0365 -0.1372 0.3446 0.083
H -23.64079 -21.07721 18.68902 0.1114 0.1652 0.1874 0.124
H -17.64769 -22.56756 20.38716 0.1447 -0.5464 0.5865 0.082
H -20.07464 -14.85270 19.71040 -0.0595 -0.4760 0.0025 0.085
H -23.00898 -19.19526 22.60985 -0.1819 -0.1376 -0.0536 0.135
H -27.06409 -21.53827 21.76368 0.2551 0.2052 0.0150 0.087
H -29.36374 -22.90778 21.44938 0.3663 0.3188 0.1012 0.085
H -25.78388 -21.65415 20.49443 -0.3881 0.2744 -0.2167 0.053
C -16.63264 -26.17454 16.36100 0.0339 0.3412 1.0936 -0.053
H -19.23571 -24.85719 22.26919 -0.0112 0.0154 -0.1409 0.081
H -29.19610 -24.29771 20.44699 0.1806 -0.1400 0.0774 0.077
C -19.65977 -23.08186 21.10527 0.1518 -0.2944 0.1126 -0.503
C -17.79061 -19.33226 13.20718 -0.2892 0.1871 0.7310 -0.049
O -17.52730 -18.20288 15.37381 -0.2923 -0.4429 -0.3946 -0.076
C -28.61228 -23.59185 21.04846 -0.6422 -0.3296 -0.2452 -0.063
H -20.03077 -23.58527 23.17984 0.0310 0.0495 0.0161 0.068
H -16.99057 -26.91926 15.65559 0.0599 0.0498 -0.1404 0.083
H -28.64268 -22.42257 18.64745 0.0128 -0.0670 0.1127 0.094
H -26.98802 -23.71708 19.67097 -0.1947 0.0316 -0.0258 0.136
O -20.85027 -23.68296 20.59532 0.1082 0.3821 0.0204 -0.072
H -21.49727 -20.58004 16.49142 -0.0371 -0.4294 0.0941 0.067
H -16.78547 -17.79609 14.91230 -0.0884 0.2132 0.1695 0.095
H -18.26756 -24.14846 19.76171 0.0077 -0.0746 0.1721 0.058
C -21.75468 -17.27033 14.66854 0.2911 0.1553 0.0137 -0.048
H -23.17766 -20.01128 16.49188 0.0409 -0.2162 -0.0696 0.084
H -21.39660 -13.71781 19.65589 -0.2926 -0.3622 -0.4366 0.082
H -26.20629 -19.68665 18.64368 -0.5265 0.4155 -0.2381 0.076
H -21.29563 -15.52215 15.73486 0.3354 -0.0998 0.4851 0.124
H -16.28336 -25.25747 15.88643 -0.1289 -0.1255 -0.3668 0.075
H -25.08897 -18.29419 18.86578 -0.3739 0.1608 -0.4237 0.064
H -22.20149 -17.82892 15.49043 -0.0076 0.0529 0.0562 0.057
H -19.47595 -25.67136 16.10785 -0.2971 0.2044 -0.0100 0.084
H -15.77692 -26.54097 16.93138 -0.0329 -0.3784 -0.2118 0.077
C -21.10322 -19.53713 23.49166 0.1109 -0.0140 0.2461 -0.048
H -17.27718 -25.18366 18.16566 0.1850 0.1847 -0.2858 0.113
H -25.84671 -16.01148 20.28007 -0.0072 -0.5706 -0.9750 0.074
H -18.30477 -23.44521 22.75574 -0.0612 0.0888 0.0499 0.077
C -22.46869 -16.12788 18.55133 -0.3714 -0.1450 0.2596 -0.047
H -21.56846 -16.36726 17.98277 -0.0253 0.3697 -0.2372 0.062
H -23.00542 -15.55576 20.53624 0.1971 -0.2627 0.4531 0.133
C -18.87778 -25.00356 16.71617 1.5337 0.9901 0.7303 -0.049
H -20.97959 -18.45471 23.56463 0.0721 0.0045 -0.1824 0.076
O -21.57195 -21.47840 19.01143 -0.6608 0.2357 0.4736 -0.099
C -26.91938 -18.03000 20.01202 -0.7422 0.4701 -1.2760 -0.491
C -26.28320 -16.88538 20.76664 0.0002 0.3594 2.0050 -0.065
H -21.33530 -19.87692 24.50321 -0.0400 -0.1818 -0.0826 0.080
H -21.27167 -17.99608 14.00712 -0.1342 0.0480 -0.1580 0.073
C -19.28490 -23.77448 22.40670 -0.0738 -0.0756 -0.0252 -0.056
H -18.44346 -24.15945 16.16494 -0.0988 -0.3532 -0.5599 0.071
C -18.52902 -23.14446 20.08494 -0.0288 1.3399 -0.5629 -0.053
H -18.80101 -22.53148 19.21555 -0.4272 -0.5169 -0.2058 0.071
C -22.17208 -19.88824 22.47650 0.5285 0.0500 -0.5943 -0.463
H -17.97105 -20.31184 12.76630 -0.0138 0.1017 -0.2409 0.082
C -17.71363 -19.50078 14.73920 0.9050 0.9299 -0.8178 -0.452
H -27.62867 -17.55305 19.31935 0.4435 -0.1240 -0.5467 0.134
H -16.74089 -19.98991 14.87156 -0.4810 -0.7369 0.5347 0.133
H -23.31598 -22.65618 16.51122 0.0635 0.2199 0.0153 0.079
O -27.76821 -18.78449 20.86751 0.3280 -0.0220 0.8499 -0.050
H -19.29442 -17.54907 15.71205 0.0799 0.3872 0.5041 0.038
C -27.54782 -22.93308 20.20576 1.2029 -0.1383 0.2324 -0.505
H -20.52831 -15.04878 13.49898 -0.0377 -0.3700 -0.2917 0.085
H -23.21384 -21.38047 23.49814 -0.3523 -0.0662 -0.2069 0.087
C -21.07706 -14.67046 20.09364 -0.9202 1.1768 1.0049 -0.054
H -19.05486 -21.15150 14.94491 -0.1018 -0.0160 0.0703 0.087
H -23.06281 -15.30516 18.14669 0.4122 0.1276 -0.2972 0.088
H -21.50454 -18.71188 21.02046 -0.2988 -0.3154 0.1036 0.051
C -22.09209 -15.80980 20.00062 0.5956 -0.1216 -1.5732 -0.443
O -21.46293 -16.97418 20.56449 0.0047 0.2601 0.1778 -0.072
C -18.91690 -20.15989 15.37591 0.7251 -0.0986 -0.0443 -0.045
H -23.11510 -17.00527 18.45782 0.0414 -0.0545 0.3816 0.061
H -28.13411 -24.12734 21.86864 -0.1393 -0.0918 0.0001 0.083
H -20.61470 -17.01145 20.09943 -0.0386 -0.1824 0.1810 0.104
H -18.78874 -26.67872 18.72893 -0.0476 0.0036 -0.0629 0.085
H -21.05600 -14.39506 21.15412 0.6301 -0.2408 0.0089 0.081
H -25.90792 -22.89240 21.64351 -0.4012 -0.1813 0.1964 0.083
H -27.02982 -16.40028 21.40805 -0.1455 -0.3522 -0.0079 0.081
O -18.25712 -26.95559 17.97557 0.3349 -0.3534 -0.0517 -0.057
H -28.02554 -19.60813 20.43822 0.1440 0.0265 -0.2050 0.066
H -16.84728 -18.92523 12.83860 0.0524 -0.1502 -0.0676 0.077
H -22.02814 -19.36289 17.61001 0.0004 -0.1093 0.2168 0.072
H -19.88591 -22.02682 21.30174 0.1808 0.0352 0.0948 0.119
C -22.70012 -21.30662 22.53232 -0.5129 0.0441 0.8873 -0.034
H -19.37870 -24.44148 17.50959 -0.7420 -0.6554 -0.0263 0.055
```
Forces are in eV/Å.


2.
Here is a cluster of 9 separate species, C27H72O9 in total from the Open Molecules 2025 dataset. Energies are from ωB97M-V/def2-TZVPD.

As for the total energy: -47594.76393 eV. As for the SMILES: CC(C)O.CC(C)O.CC(C)O.CC(C)O.CC(C)O.CC(C)O.CC(C)O.CC(C)O.CC(C)O. The charge is 0.

Structure (XYZ):
```
108
Properties=species:S:1:pos:R:3:forces:R:3:lowdin_charge:R:1
H -2.62360 1.46707 -0.53839 0.1442 -0.1157 0.0203 0.040
C -4.09914 1.94780 -1.72844 -0.4104 -0.0911 0.0905 -0.507
H -5.49003 0.22312 3.39183 0.0532 0.0683 -0.0152 0.088
H 1.43089 1.52293 2.51314 0.4230 0.1446 0.0738 0.057
H -4.55993 -2.13091 3.48011 -0.0811 0.0436 -0.0127 0.137
C -0.27821 -5.74943 2.26049 -0.4526 -0.0154 -0.0821 -0.049
H -1.04312 -0.66870 -3.50369 0.0237 -0.0382 -0.0559 0.069
H -1.06866 -2.02220 -1.07174 -0.0809 0.0671 0.0265 0.075
H -5.20409 2.01102 0.13370 -0.0969 -0.0451 0.0287 0.062
H -0.55889 -3.81598 -3.29996 0.1591 0.0154 0.2563 0.086
H -1.50573 -5.72139 4.64334 -0.1358 0.1384 0.0332 0.082
C -4.29355 0.47304 -2.04016 0.3369 -0.0187 -0.1700 -0.048
H 1.03298 -3.71278 -4.03884 0.0961 0.1152 -0.0472 0.082
H 6.62880 -0.65978 0.78713 0.0129 0.1411 -0.0902 0.079
C -5.21282 2.49817 -0.84097 0.1559 0.2995 -0.3118 -0.055
H 4.74948 3.86861 1.37102 0.0425 -0.0769 -0.0059 0.101
C 3.68702 4.04389 -0.29094 0.3138 0.3561 0.4231 -0.462
H 1.24556 -0.09743 -0.46222 0.1460 0.1915 0.1678 0.056
H -4.27166 -0.13037 -1.12926 -0.1604 0.0235 0.0136 0.073
H -4.12973 2.50185 -2.67256 0.1492 0.0288 0.0146 0.132
O 2.80801 2.70297 -4.59805 0.0584 -0.0817 -0.1792 -0.053
C -4.08708 -1.33325 2.89647 0.6702 -0.2269 -0.2802 -0.465
C 1.02782 2.30897 3.15329 -0.9003 -0.1505 0.0357 -0.049
C -5.07653 -0.26802 2.51028 -0.3348 -0.0633 -0.0032 -0.051
H 2.31736 -0.01223 -4.24053 0.0495 0.0710 -0.0663 0.083
H -0.90687 -3.03052 -5.45783 -0.1262 0.1182 0.0107 0.135
C -0.94176 -4.55310 2.93143 0.4519 0.0554 0.1165 -0.490
H 1.12374 1.22334 -6.11979 0.0099 0.0494 0.0720 0.084
H 2.55943 2.32006 -0.83933 0.0157 0.0636 0.1227 0.068
C 1.60646 2.03826 -4.19395 -0.2043 0.5920 0.2020 -0.497
H 0.79319 -5.74451 2.44785 0.0415 -0.1228 0.0191 0.084
C 2.39718 3.39584 -0.70365 -0.1743 -0.4862 -0.4076 -0.045
H -3.46825 0.12863 -2.67110 -0.1084 -0.0050 0.0168 0.061
H 3.18377 -1.15449 -0.76028 0.1875 0.0308 -0.1794 0.055
H -2.05797 -1.43874 3.68557 0.0965 0.0538 -0.0793 0.073
H -1.22993 2.16631 5.79950 -0.0454 -0.0509 -0.0683 0.079
H 0.02775 3.36532 5.54392 0.0489 -0.0261 -0.0779 0.085
C -0.63276 2.66003 5.03292 -0.1154 0.3613 0.2047 -0.062
O -2.83739 2.19208 -1.14609 0.1289 0.2214 -0.1270 -0.059
H -0.71466 -6.68366 2.62799 0.1310 0.0129 0.0749 0.080
H 1.11581 2.68220 -3.44671 -0.0464 -0.1454 -0.0333 0.123
C 0.20411 -3.11895 -3.65872 -0.3699 -0.1471 -0.1696 -0.053
H 1.50910 0.30776 4.67661 0.0624 0.0201 -0.0266 0.081
H 4.68284 3.13097 -1.96785 -0.1683 0.1333 0.0116 0.079
C -2.90381 -0.75363 3.66392 -0.5957 0.4309 0.3876 -0.050
C -1.51477 -1.38536 -4.18401 -0.3813 0.3090 0.2536 -0.075
H -6.18992 2.38906 -1.31807 -0.0064 -0.1525 0.1037 0.077
O 4.20191 3.29167 0.83190 -0.2170 0.0609 -0.1209 -0.069
H -4.57629 0.46806 1.87926 -0.0108 0.0806 0.0608 0.069
C 4.70408 4.07740 -1.41095 0.1454 -0.7502 -0.3905 -0.049
H -5.04023 3.56763 -0.70676 -0.0146 -0.0365 0.1732 0.077
H 1.17855 0.34883 -2.94454 -0.0909 -0.0479 -0.1625 0.052
H 1.59645 3.52995 0.02090 0.0151 0.0759 0.0361 0.081
H -2.81383 -4.99346 2.50982 0.0037 -0.0380 0.0020 0.111
H -2.04586 -0.81102 -4.94895 0.1287 -0.0595 -0.0989 0.081
H 0.56611 1.31270 0.32681 -0.1698 0.0677 0.0146 0.057
H -5.23043 0.31320 -2.57396 -0.0528 -0.0842 0.0689 0.081
H 3.56441 1.52751 0.97802 0.1593 -0.0153 0.2659 0.035
H 4.92087 0.66028 -0.45803 -0.2471 0.0628 0.0166 0.133
C -0.46514 -2.31234 -4.75425 0.3265 -0.0691 -0.1885 -0.485
H 0.49383 -2.25259 -0.27605 0.0076 0.1983 -0.0678 0.078
H 2.81146 0.93987 -2.81466 0.0620 0.0052 -0.1078 0.071
O 3.50167 0.56425 1.06157 -0.1914 0.0091 -0.1284 -0.072
H -0.32726 -3.67106 2.72939 -0.1764 0.0715 -0.0397 0.132
C 0.31492 0.43832 -0.26791 0.4733 -0.2978 -0.2488 -0.040
C 4.13431 -1.31696 -0.24129 -0.8538 0.1221 0.1227 -0.054
H 1.78963 2.92252 3.62953 0.2085 -0.0730 -0.1571 0.088
H -0.23704 1.30173 -5.00858 -0.0945 0.1632 -0.0097 0.070
H -0.11681 -4.70919 4.94644 0.0619 0.0678 -0.1359 0.086
H -0.04380 0.75874 -1.24793 -0.4151 -0.0112 0.1674 0.077
O -3.61058 -1.90033 1.65937 -0.1805 0.0732 0.0516 -0.085
H 2.07628 3.74799 -1.68514 -0.0488 0.2386 0.1070 0.081
H 4.48194 4.87506 -2.11826 0.1246 0.0621 0.0122 0.083
H -2.56642 -0.70626 0.65349 -0.0455 -0.0699 0.2668 0.051
C -0.61048 -0.52035 0.44860 -0.2868 -0.1276 -0.1404 -0.438
H -1.71639 -3.96379 4.86422 -0.0014 0.0273 -0.0106 0.076
H -0.31214 -0.56515 1.50685 0.0118 0.0279 -0.0328 0.129
C 4.59169 -0.00373 0.35473 0.4977 -0.0741 -0.1363 -0.513
C 2.00579 0.75051 -3.52853 0.1461 -0.2315 0.3681 -0.051
H 0.35428 2.78142 -5.82345 -0.0895 0.0771 0.1523 0.078
H -3.18588 -0.52140 4.69667 0.0008 -0.1723 -0.0139 0.087
H -1.28815 3.22790 4.37062 -0.0657 -0.0230 0.0606 0.083
C 0.16174 1.67054 4.23583 0.6402 -0.6247 0.1177 -0.493
H -0.51118 0.92628 3.79312 -0.0737 0.1891 -0.1534 0.108
H 0.07929 -1.11755 -6.18417 0.1098 0.1061 -0.0486 0.080
H 6.07437 0.78314 1.69270 0.1444 -0.0290 -0.0689 0.073
H -0.93344 -2.67689 0.58921 -0.3470 0.1387 -0.1583 0.057
H 2.56533 3.44611 -5.15947 0.0202 -0.0018 0.0140 0.083
H -2.65017 0.21157 3.22032 0.3880 -0.1992 -0.1737 0.071
H 3.49992 5.06687 0.05618 -0.0469 -0.0307 -0.0185 0.138
C -1.07891 -4.73388 4.43226 0.0155 -0.2914 0.1399 -0.051
O 0.53406 -1.55478 -5.45785 -0.2038 -0.2546 0.1569 -0.063
H 5.72772 4.13827 -1.04060 -0.0515 0.4450 0.1168 0.078
C -0.54374 -1.93946 -0.12001 0.3707 -0.2070 0.2909 -0.027
H -0.46491 -5.72437 1.18620 0.1938 0.1427 -0.0182 0.081
H 5.50442 -0.82108 2.13065 -0.0798 0.0194 -0.0644 0.081
H 0.52949 -2.48709 -2.83361 0.1085 0.0076 -0.0246 0.061
C 5.78032 -0.18506 1.28388 -0.0360 -0.0732 0.3489 -0.059
H 4.84676 -1.73546 -0.94664 0.1355 -0.1406 0.1266 0.082
C 0.64639 1.84206 -5.35152 0.2615 -0.4328 -0.2710 -0.051
H -2.28501 -1.90666 -3.60748 0.1312 -0.1549 -0.0756 0.081
H -3.04429 -2.65584 1.88018 0.0033 -0.1363 -0.0175 0.043
O -2.21060 -4.26061 2.34483 -0.1166 -0.0109 -0.0832 -0.074
H 0.39617 2.93945 2.51905 0.1012 0.0447 0.0075 0.082
O 1.00417 0.95872 5.17321 -0.2317 0.1698 -0.0863 -0.060
O -1.94590 -0.01451 0.36837 0.1140 0.0555 -0.0252 -0.082
H 3.88608 -2.01059 0.56805 0.3125 -0.1520 -0.0849 0.084
H -5.89994 -0.70105 1.94094 0.0024 0.0137 0.0054 0.086
```
Forces are in eV/Å.